# 1
2 unconnected molecules or ions with the total composition C4H8 in a non-equilibrium geometry, computed with ωB97M-V/def2-TZVPD.

Geometry (Å):
C  1.80694  0.80966  0.19840
C  0.32660  0.56441  0.42948
C  -0.41127  -0.32105  -0.34907
C  -1.76032  -0.72404  -0.24666
H  2.02410  1.86555  0.18472
H  2.05253  0.35892  -0.74308
H  2.39011  0.30955  1.01092
H  -0.11579  0.97147  1.31284
H  0.09648  -0.87312  -1.18694
H  -2.45057  -0.34876  0.48830
H  -1.63404  -2.63980  -0.15021
H  -2.13451  -1.61768  -1.10946

Force components x, y, z for each atom (eV/Å):
-1.1 -0.8 1.2
0.0 -1.1 -1.3
0.3 0.1 0.0
-0.3 -2.5 -3.2
0.4 0.5 0.0
0.5 -0.2 -0.6
0.1 0.4 -0.5
-0.3 0.4 0.5
-0.1 0.7 0.8
-0.3 -0.2 0.2
0.1 -0.6 0.4
0.8 3.3 2.7

Properties
- Total charge: -1
- Calculated total energy: -157.029841 a.u.
- 2S+1: 2
- LUMO level (alpha / beta): 4.48 / 4.46 eV
- ΔE to the lowest compared entry with this formula, charge and spin: 2.537 eV
- HOMO-LUMO gap (alpha / beta): 4.99 / 6.10 eV

Atomic partial charges in e from the Mulliken method, atoms 1 to 4: number 1, C, carries -0.9502; number 2, C, carries -0.2250; number 3, C, carries -0.2065; number 4, C, carries -1.5214


# 2
A molecular structure, C25H41Cl3HgN3O3SSi in a non-equilibrium geometry, computed with ωB97M-V/def2-TZVPD.

Geometry (Å):
C  2.47768  -2.56733  -2.81562
C  2.03772  -1.56623  -3.81357
H  2.14931  -3.57698  -3.09582
H  1.98828  -2.34149  -1.86568
H  3.57111  -2.57212  -2.67903
C  1.86537  -1.91872  -5.10515
C  1.98083  -3.32128  -5.64072
H  1.68353  -1.14151  -5.86028
H  1.42366  -4.06140  -5.03096
H  3.03805  -3.65091  -5.69914
H  1.55972  -3.36993  -6.66187
Hg  2.83351  -1.17602  0.53885
Cl  3.46050  0.71623  1.68186
Cl  2.24689  -3.40048  0.15888
C  -0.15093  3.15426  2.07514
O  -0.66818  2.13833  2.53337
N  -0.82231  4.03322  1.28838
C  -2.22596  3.78123  0.99349
C  -0.24993  5.27387  0.77491
H  0.90331  3.41455  2.29121
H  -2.65327  3.19821  1.81287
H  -2.31019  3.21013  0.06110
H  -2.75069  4.73791  0.86201
H  0.56538  5.59745  1.44178
H  -1.03542  6.04451  0.73611
H  0.13119  5.17366  -0.25501
H  0.03903  -4.21414  2.43585
H  -1.09039  -3.54959  0.13138
C  -1.00688  -4.31406  2.76577
C  -2.06285  -3.57765  0.64424
N  -1.86791  -3.35865  2.06396
H  -1.05621  -4.14663  3.84891
C  -2.44071  -2.27721  2.65957
O  -3.31226  -1.54942  2.15092
H  -2.72046  -2.78150  0.29394
H  -2.02810  -2.04564  3.63832
H  -1.34171  -5.33843  2.54166
H  -2.52014  -4.56164  0.46859
O  0.93512  -0.21506  -2.18462
C  1.78323  -0.13067  -3.33890
C  -0.08123  0.41108  -4.93529
C  1.16950  0.76932  -4.42496
H  -0.61159  -0.43800  -4.48987
C  -0.64401  1.08733  -6.01484
H  2.72889  0.31605  -2.98274
C  1.80987  1.91326  -4.94157
H  -1.63178  0.79075  -6.36416
C  0.07110  2.10054  -6.65258
C  1.28381  2.52961  -6.08831
H  2.72320  2.29347  -4.46548
H  -0.31829  2.55101  -7.56783
H  1.82562  3.34950  -6.55906
Si  -0.44810  0.55541  -1.59124
Cl  0.22596  -1.00790  3.67227
C  -2.04162  0.00273  -2.43371
C  -0.14290  2.38326  -1.80092
C  -0.55238  -0.01865  0.18040
H  -2.17951  0.43711  -3.43308
H  -2.87335  0.34827  -1.80260
H  -2.09709  -1.09547  -2.51263
H  -0.08099  -0.99675  0.24808
H  -1.57110  -0.12551  0.58589
H  -0.01464  0.65519  0.85375
H  0.25721  2.61286  -2.79419
H  0.60193  2.70349  -1.06188
H  -1.05106  2.97953  -1.66399
S  -0.81808  0.65697  4.90192
C  -0.36083  0.31669  6.48453
N  -0.59295  -0.95102  6.98515
C  -0.06929  -1.38349  8.17667
C  0.57250  -0.47360  9.00049
C  0.82134  0.83357  8.53374
C  0.29530  1.23749  7.31670
H  -1.04751  -1.61332  6.35368
H  -0.19492  -2.45469  8.39558
H  0.80540  -0.77202  10.02194
H  1.41310  1.52615  9.13277
H  0.45958  2.22089  6.89068

Force components x, y, z for each atom (eV/Å):
-0.5 0.0 0.5
-0.2 0.2 -1.9
0.3 0.2 0.1
0.3 -0.1 -0.5
-0.3 0.0 0.0
0.2 0.6 0.4
0.1 -0.4 -0.3
-0.2 -0.4 0.4
0.4 0.4 -0.2
-0.5 0.1 0.0
0.2 0.0 0.4
-0.6 -0.4 1.0
0.1 0.0 -0.6
0.2 0.2 0.5
-0.7 -1.3 0.8
0.7 1.5 -1.0
-0.3 0.9 -0.3
0.2 -0.1 -0.1
0.2 -0.3 0.1
-0.2 0.1 -0.1
0.0 0.1 -0.2
-0.2 0.0 0.2
0.1 -0.3 0.1
-0.3 0.0 -0.3
0.3 -0.2 0.2
0.0 -0.1 0.3
-0.2 0.0 0.1
-0.2 0.0 0.0
0.0 0.5 -0.2
0.1 -0.1 0.3
-0.1 -0.2 0.0
0.0 0.1 -0.3
-1.0 0.9 -0.5
1.2 -1.2 0.2
0.1 -0.1 -0.1
-0.1 -0.2 0.3
0.0 0.2 0.1
0.0 0.2 -0.1
0.0 -0.2 0.0
-0.4 0.5 0.3
0.0 -0.1 -0.1
0.2 0.1 0.1
0.4 0.4 -0.3
0.1 -0.1 0.1
-0.1 0.0 -0.2
-0.3 -0.6 -0.2
0.2 0.0 -0.1
0.3 0.0 0.4
-0.2 -0.1 0.0
-0.3 -0.3 -0.3
0.1 0.0 0.4
-0.1 -0.1 0.2
0.1 -0.5 0.1
2.1 -2.1 -1.8
0.0 0.2 -0.3
0.0 0.3 0.0
0.0 0.4 -0.2
-0.1 -0.1 0.3
0.1 -0.2 -0.1
0.0 0.3 0.1
0.0 -0.3 0.1
0.3 0.1 -0.2
-0.1 -0.2 0.1
-0.1 0.0 0.1
-0.1 0.0 0.0
0.1 0.0 0.0
-1.4 1.7 2.9
-1.2 1.1 -2.2
-0.1 -1.6 0.4
0.3 0.9 0.7
-0.7 -2.4 -0.1
-0.4 1.7 -0.9
1.6 -0.5 1.1
0.5 0.5 0.3
-0.1 0.7 0.1
0.3 0.0 -0.4
-0.3 -0.1 0.0
0.1 -0.1 0.2

Properties
- Total charge: -1
- Calculated total energy: -3588.967293 a.u.
- LUMO level (alpha / beta): 1.63 / 1.63 eV
- ΔE to the lowest compared entry with this formula, charge and spin: 0.215 eV
- HOMO-LUMO gap (alpha / beta): 3.33 / 3.47 eV

Atomic partial charges in e from the Mulliken method, atoms 1 to 4: number 1, C, carries -0.2993; number 2, C, carries 0.1932; number 3, H, carries 0.3973; number 4, H, carries -0.7519


# 3
C4H8O2 in the gas phase in a non-equilibrium geometry, computed with ωB97M-V/def2-TZVPD.

Geometry (Å):
C  -0.79968  -1.10345  -0.14215
C  -1.41752  0.26790  -0.08409
O  -0.38738  1.10166  -0.72927
C  0.80403  1.09254  0.06556
C  1.33839  -0.32705  0.23568
O  0.32860  -1.20411  0.70231
H  -1.44896  -1.97326  0.00995
H  -0.48415  -0.99118  -1.19014
H  -2.34732  0.28463  -0.68388
H  -1.61859  0.64910  0.92519
H  0.57064  1.52320  1.04838
H  1.58657  1.72353  -0.39107
H  2.15244  -0.35677  0.96659
H  1.72292  -0.68674  -0.73305

Force components x, y, z for each atom (eV/Å):
-0.1 0.1 -0.5
0.5 0.6 -0.2
-0.6 0.2 0.6
-0.1 -0.1 0.2
0.1 0.1 -0.1
0.0 0.0 -0.1
0.1 0.3 0.1
0.2 -1.3 -0.1
0.6 0.3 0.1
0.0 -0.1 -0.1
0.0 -0.1 0.0
-0.6 -0.2 -0.1
-0.1 0.1 -0.1
-0.1 0.0 0.1

Properties
- Calculated total energy: -307.643347 a.u.
- LUMO level: 1.12 eV
- SMILES string: C1COCCO1
- ΔE to the lowest compared entry with this formula, charge and spin: 1.880 eV
- HOMO-LUMO gap: 10.53 eV

Atomic partial charges in e from the Mulliken method, atoms 1 to 4: number 1, C, carries -0.5122; number 2, C, carries -0.3906; number 3, O, carries -0.4020; number 4, C, carries -0.4143


# 4
2 unconnected molecules or ions with the total composition C10H15BrO in a non-equilibrium geometry, computed with ωB97M-V/def2-TZVPD.

Geometry (Å):
C  -0.66625  1.55327  -0.77082
C  -1.35460  0.85599  0.15649
C  -0.86688  0.15395  -4.52571
C  -0.66219  -0.16475  -3.24266
C  1.20897  0.07811  -0.25939
C  0.77327  0.17967  1.19250
C  0.65926  1.17455  -1.01182
C  -0.69755  0.14377  1.34767
C  -1.16945  -1.24099  1.63868
C  -1.10904  1.15639  2.45787
O  1.44934  1.98718  -1.71606
Br  -1.16813  -1.78624  -2.43932
H  -1.09104  2.29475  -1.40971
H  -2.41170  0.88428  0.49628
H  -1.00861  -0.49741  -5.38704
H  -0.45494  1.14233  -5.00893
H  2.33092  0.13502  -0.24106
H  0.93748  -0.90331  -0.74465
H  1.24334  -0.58034  1.60442
H  1.13385  1.05642  1.65652
H  -1.04143  -2.07855  0.84092
H  -2.33294  -1.18246  1.85873
H  -0.70306  -1.66497  2.48586
H  -2.16352  1.21635  2.49568
H  -0.70611  2.19178  2.27284
H  -0.72416  0.61146  3.44606
H  1.02742  2.91040  -2.05078

Force components x, y, z for each atom (eV/Å):
-0.6 -0.7 0.2
-1.2 -1.1 1.9
2.1 1.5 -0.7
-0.1 0.8 -0.8
2.4 -1.0 -0.3
-1.1 2.0 -2.4
-1.3 1.7 -1.7
-0.2 1.6 -1.0
-3.6 -1.6 -1.4
2.1 -1.7 1.9
0.0 2.7 -1.1
0.0 -0.1 0.0
-0.4 0.4 -0.3
0.4 0.7 -1.5
-0.7 -0.6 0.5
-0.8 -1.4 1.6
-0.9 -0.1 -0.4
0.0 0.8 0.6
2.0 -3.7 2.6
0.8 1.2 0.2
-0.1 1.9 0.8
2.2 -0.4 -0.4
0.5 -0.2 1.3
-1.2 0.1 0.3
-0.1 -1.2 0.4
-0.8 1.8 -1.6
0.9 -3.6 1.4

Properties
- Calculated total energy: -3039.062180 a.u.
- LUMO level (alpha / beta): -0.73 / 0.21 eV
- ΔE to the lowest compared entry with this formula, charge and spin: 4.211 eV
- HOMO-LUMO gap (alpha / beta): 5.69 / 8.16 eV

Atomic partial charges in e from the Mulliken method, atoms 1 to 4: number 1, C, carries -0.5684; number 2, C, carries -1.0155; number 3, C, carries -0.6534; number 4, C, carries 0.1037


# 5
A molecular structure, CH3NO2P2 in a non-equilibrium geometry, computed with ωB97M-V/def2-TZVPD.

Geometry (Å):
C  0.44219  -0.91412  0.67476
N  1.01730  0.07899  0.13043
O  2.43370  2.16153  -1.19329
O  -1.98995  -0.09907  -0.13876
P  3.03274  1.01905  -0.54598
P  -1.29509  -1.11969  0.98593
H  0.50831  0.89939  -0.20967
H  -2.84614  0.23634  0.13258
H  -1.30306  -2.26241  0.16401

Force components x, y, z for each atom (eV/Å):
1.1 0.0 0.2
0.8 1.0 -0.5
-0.4 0.7 -0.4
-0.2 0.2 -0.1
-1.4 -2.1 1.2
0.6 0.3 -0.6
-0.3 0.1 -0.2
-0.1 0.1 0.1
0.0 -0.3 0.1

Properties
- Calculated total energy: -927.741369 a.u.
- LUMO level (alpha / beta): -1.70 / -1.70 eV
- ΔE to the lowest compared entry with this formula, charge and spin: 3.008 eV
- HOMO-LUMO gap (alpha / beta): 5.53 / 5.53 eV

Atomic partial charges in e from the Mulliken method, atoms 1 to 4: number 1, C, carries -0.1980; number 2, N, carries -0.3843; number 3, O, carries -0.3205; number 4, O, carries -0.5249


# 6
A molecular structure, C34H52Cl2F10N2O4S2 in a non-equilibrium geometry, computed with ωB97M-V/def2-TZVPD.

Geometry (Å):
C  5.57936  2.34840  2.72175
C  4.14098  2.75197  2.18447
C  3.84317  4.31148  2.29835
C  3.72189  4.90775  0.84389
C  2.82866  6.23858  0.80173
C  1.32510  5.96804  1.18589
C  0.67568  4.79260  0.31490
C  -0.91075  4.90556  0.29245
C  -1.59883  3.66653  -0.48625
C  -0.54340  2.61964  -1.01188
C  -0.24233  1.36489  -0.16330
C  -0.97248  1.08347  1.20496
Cl  -0.73338  2.44954  2.41095
C  -2.53477  0.73784  1.01703
C  -2.87176  -0.37265  2.10168
Cl  -2.84187  0.11366  -0.65952
C  0.70965  0.39569  -0.65203
C  1.13484  -0.92234  0.05644
C  0.97600  -2.23282  -0.82232
C  2.14435  -3.23527  -0.33509
C  3.51521  -2.91168  -1.08250
C  3.79574  -3.88440  -2.29060
F  4.32194  -5.10994  -1.88202
F  2.51082  -4.22736  -2.78235
C  4.54047  -3.25608  -3.52654
F  3.69242  -2.36485  -4.15480
F  4.70784  -4.28113  -4.45144
S  6.20975  -2.47116  -3.22939
F  5.57927  -1.14588  -2.52390
F  6.05643  -1.67957  -4.68240
F  6.93758  -3.68460  -4.08552
F  6.47268  -3.24424  -1.82793
F  7.68072  -1.78284  -3.07246
C  1.36255  0.68134  -1.98268
N  2.27131  -0.08181  -2.69101
S  2.66714  0.68714  -4.10233
N  1.74858  2.08279  -4.01662
C  1.08703  1.90884  -2.81852
C  0.07357  2.90723  -2.28033
C  -0.21708  4.13481  -3.19990
C  -1.36837  3.74189  -4.21346
F  -0.43060  5.35411  -2.51501
H  5.63197  2.25782  3.83675
H  6.35544  3.03721  2.29735
H  5.79616  1.32557  2.28742
H  3.31948  2.14061  2.65747
H  4.13495  2.46233  1.08947
H  4.70407  4.75745  2.88108
H  2.93013  4.49825  2.93868
H  4.76367  5.18174  0.49967
H  3.30256  4.19679  0.08318
H  2.93634  6.67365  -0.23506
H  3.31724  6.93810  1.54674
H  1.28494  5.63958  2.26386
H  0.69122  6.89029  1.10076
H  1.11779  4.89028  -0.71905
H  1.02069  3.84099  0.81256
H  -1.21445  4.86596  1.37988
H  -1.23550  5.85759  -0.20467
H  -2.34792  3.22340  0.21491
H  -2.15598  4.04954  -1.38408
H  -0.54549  0.17825  1.71965
H  -3.17261  1.62556  1.27986
H  -2.27679  -1.30638  1.86864
H  -2.53965  -0.04300  3.12557
H  -3.97413  -0.62587  2.13358
H  2.24088  -0.82963  0.28805
H  0.62885  -1.12086  1.03442
H  -0.01179  -2.75219  -0.63530
H  1.02418  -2.05703  -1.92943
H  2.29956  -3.01584  0.76459
H  1.85735  -4.31391  -0.41006
H  3.46182  -1.83124  -1.38039
H  4.33683  -3.10108  -0.33543
H  0.71521  4.28337  -3.82147
H  -0.87404  3.49387  -5.20047
H  -2.11929  4.55223  -4.39795
H  -1.82898  2.77457  -3.86486
O  -6.12377  0.38986  1.86232
C  -6.64678  -0.66339  1.60184
O  -6.57154  -1.15777  0.35392
C  -6.99352  -2.47512  -0.01846
C  -8.47919  -2.51260  -0.31314
C  -7.46569  -1.39630  2.63325
H  -6.69597  -3.20857  0.73468
H  -6.44093  -2.72423  -0.92556
H  -9.07071  -2.25236  0.56598
H  -8.77949  -3.50676  -0.64926
H  -8.72994  -1.78770  -1.08978
H  -8.47044  -0.97336  2.65646
H  -6.99534  -1.25952  3.60675
H  -7.52496  -2.47026  2.46878
O  -0.43499  -3.16483  2.77347
C  -0.96945  -4.22042  2.54192
O  -0.88726  -4.75561  1.31156
C  -1.32322  -6.07890  0.97404
C  -2.80594  -6.10462  0.66414
C  -1.80860  -4.90813  3.58707
H  -1.04400  -6.79305  1.75178
H  -0.76529  -6.36267  0.08049
H  -3.40304  -5.80990  1.52873
H  -3.11655  -7.10411  0.35459
H  -3.03812  -5.39979  -0.13675
H  -2.80798  -4.47157  3.58516
H  -1.34693  -4.74558  4.56059
H  -1.88023  -5.98590  3.45712

Force components x, y, z for each atom (eV/Å):
-0.7 -0.8 -0.7
0.4 0.0 -0.2
0.1 -0.9 -0.1
-0.2 1.4 0.3
0.7 -0.6 0.3
-0.1 -0.6 -0.1
0.3 1.3 0.4
0.9 -0.9 0.0
0.6 0.2 0.0
0.1 -0.1 -0.9
1.8 -0.5 -1.6
-0.2 -0.5 -1.3
-0.3 -0.9 -0.5
0.4 -0.2 2.1
0.1 -0.4 -0.5
-0.2 0.4 0.9
-0.9 1.4 -0.1
0.4 0.0 -0.6
0.2 -1.1 0.5
-0.3 0.7 -0.1
0.1 -0.8 0.9
-2.5 0.0 1.3
-0.1 2.0 -0.7
1.7 0.3 -0.2
-2.1 -1.8 -1.9
1.5 -0.9 1.5
-0.2 1.4 1.4
2.9 1.4 -2.3
0.3 -1.8 -0.1
0.1 -0.8 1.6
-0.5 1.3 1.7
-0.7 0.8 -1.3
-1.6 -0.8 0.0
0.5 1.0 -2.2
-0.9 1.5 0.4
-0.9 0.3 1.3
-0.5 -2.5 2.9
-1.4 1.3 1.2
0.4 -1.4 1.8
0.6 -0.9 -0.8
0.5 -0.4 -0.2
-0.2 -1.1 -0.5
0.0 0.4 -1.0
-0.7 -0.5 0.6
0.0 1.0 0.6
0.9 0.6 -0.3
-0.1 0.4 1.1
-0.9 -0.2 -0.8
0.8 -0.2 -0.9
-1.1 -0.3 0.2
0.4 0.3 1.0
-0.3 -0.3 1.1
-0.7 -0.5 -0.9
0.0 0.5 -0.9
0.7 -0.7 0.0
-0.6 -0.4 1.0
-0.5 0.8 -0.9
0.0 0.3 -1.3
0.4 -0.8 0.7
0.7 0.1 -0.8
0.5 -0.3 0.9
-0.2 1.2 -0.7
0.6 -0.8 -0.9
-0.7 0.9 0.2
-0.4 0.0 -1.0
1.4 0.5 -0.1
-1.1 0.1 -0.2
0.4 0.4 -0.9
1.0 0.8 0.0
0.2 0.0 1.1
-0.1 -0.4 -1.2
0.3 1.0 -0.1
0.4 -1.1 0.0
-0.6 0.5 -0.9
-0.9 0.0 0.9
-0.6 0.4 1.0
0.7 -0.7 0.4
0.0 1.2 -0.3
0.0 -0.3 -0.3
-0.3 0.3 0.2
0.4 0.1 -0.2
-0.3 -0.1 0.0
-0.1 0.1 0.1
0.3 -0.5 0.3
-0.1 0.1 0.1
0.1 0.2 0.1
0.0 -0.1 0.0
0.0 0.0 0.0
0.1 -0.1 0.0
0.0 0.0 0.0
-0.1 0.2 -0.1
-0.2 0.0 -0.1
0.0 -0.2 -0.4
-0.2 0.2 0.3
0.5 0.2 -0.3
-0.3 -0.1 0.0
-0.1 0.1 0.1
0.3 -0.5 0.3
-0.1 0.1 0.1
0.1 0.2 0.1
0.0 -0.1 0.0
0.0 0.0 0.0
0.1 -0.1 0.0
0.0 0.0 0.0
-0.1 0.2 -0.1
-0.2 0.0 -0.1

Properties
- Calculated total energy: -4452.458907 a.u.
- LUMO level: -0.62 eV
- ΔE to the lowest compared entry with this formula, charge and spin: 0.000 eV
- HOMO-LUMO gap: 7.78 eV

Atomic partial charges in e from the Mulliken method, atoms 1 to 4: number 1, C, carries -1.2308; number 2, C, carries -0.2023; number 3, C, carries -0.4829; number 4, C, carries -0.5606